(1)
C5H34NO13 | the ωB97M-V functional and the def2-TZVPD basis

Summary:
E_HOMO   -6.397 eV
Lowest unoccupied orbital energy   2.6 eV
Max |F|   4.99 eV/Å
E_tot   -33846.9554 eV
HOMO-LUMO gap   8.959 eV
Energy relative to the best compared isomer or geometry (same formula, charge and spin)   35.72 kcal per mole

```
! wB97M-V def2-TZVPD RIJCOSX def2/J DEFGRID3
* xyz -1 1
C 0.6007 -0.3711 -2.9028
O 0.6462 1.0186 -3.2314
C 0.4499 -0.5443 -1.3765
C -0.4339 -1.7800 -1.0747
C -1.9496 -1.6732 -1.1507
C -2.4667 -0.7118 -0.0989
O -2.3478 -1.1147 1.2508
N 1.6308 -0.6316 -0.5553
H 1.5835 -0.8303 -3.1122
H -0.2412 -0.8235 -3.4172
H -0.1340 0.3092 -1.0207
H -0.0392 -2.6845 -1.5617
H -0.1086 -2.0956 -0.0789
H -2.3402 -1.4210 -2.1411
H -2.2916 -2.7068 -0.9949
H -2.0573 0.2972 -0.1616
H -3.5281 -0.5439 -0.2662
H -1.4034 -1.0300 1.5093
H 2.5201 -0.9282 -1.0027
H 1.8340 0.2119 -0.0365
H 3.9556 0.0412 0.3376
H 4.2334 -1.5558 0.5551
O 4.6444 -0.6975 0.2750
H -0.4759 3.3198 -0.9771
H -1.3755 4.4994 -0.3757
O -1.1970 3.9510 -1.1494
H 1.6141 3.8574 0.6766
H 1.8021 2.6303 -1.2975
O 1.5193 3.0301 0.2021
H 0.1982 -2.2953 3.0340
H -0.3265 -2.9205 4.3883
O -0.1359 -3.1060 3.4894
H 0.7804 2.0851 1.1732
H -0.7584 1.7220 1.2011
O 0.0314 1.6681 1.7529
H 2.5794 2.0437 0.8268
H 3.9983 1.8295 1.6688
O 3.3223 1.4325 1.1186
H 0.7505 -1.0906 1.2035
H 0.2878 0.1107 1.9974
O 0.1825 -0.8937 1.9524
H 1.7902 3.3558 -2.5675
H 1.3829 1.4418 -2.8059
O 2.0276 2.4639 -2.2636
H -2.5880 -3.2723 1.9853
H -1.5281 -4.0241 2.7335
O -2.4637 -4.1356 2.4443
H -3.2066 -1.4073 3.8810
H -2.7196 -2.8831 3.7930
O -3.0270 -2.1990 4.4210
H -1.0578 2.7620 -3.8494
H -2.3804 3.4194 -3.9336
O -1.7832 2.8705 -4.4676
*
```

=====

(2)
C18H21BrClNO2 | the ωB97M-V functional and the def2-TZVPD basis

Summary:
E_HOMO   -8.544 eV
Lowest unoccupied orbital energy   0.7 eV
Max |F|   0.62 eV/Å
E_tot   -107155.9950 eV
HOMO-LUMO gap   9.259 eV
Energy relative to the best compared isomer or geometry (same formula, charge and spin)   54.05 kcal per mole

```
! wB97M-V def2-TZVPD RIJCOSX def2/J DEFGRID3
* xyz 0 1
C -0.8628 -3.3430 -0.7174
N 0.0207 -2.4708 0.0232
C 1.3092 -2.3258 -0.6297
C 1.2341 -1.2911 -1.7696
O 2.2111 -0.2699 -1.6495
C 1.9420 0.6964 -0.6659
C 0.9975 1.8050 -1.1515
O -0.3366 1.3517 -1.0340
C -1.3457 2.1714 -1.3942
C -1.2115 3.4700 -1.8762
C -2.3272 4.2188 -2.2124
C -3.5939 3.6792 -2.0727
Cl -4.9843 4.6135 -2.4916
C -3.7591 2.3860 -1.5975
C -2.6397 1.6522 -1.2667
Br -2.8247 -0.1162 -0.6236
C 0.1420 -2.8635 1.4188
C 0.7137 -1.7276 2.2231
C 0.0621 -0.4989 2.2099
C 0.5744 0.5744 2.9148
C 1.7448 0.4327 3.6437
C 2.3972 -0.7871 3.6635
C 1.8851 -1.8612 2.9540
H -0.9327 -2.9908 -1.7441
H -1.8567 -3.3037 -0.2743
H -0.5151 -4.3889 -0.7290
H 2.0345 -1.9658 0.1034
H 1.6804 -3.2907 -1.0136
H 0.2294 -0.8580 -1.7795
H 1.4379 -1.7525 -2.7379
H 1.5160 0.2457 0.2373
H 2.9069 1.1499 -0.4242
H 1.2274 2.0451 -2.1973
H 1.1425 2.6985 -0.5305
H -0.2337 3.9078 -1.9937
H -2.2069 5.2237 -2.5840
H -4.7431 1.9589 -1.4882
H -0.8658 -3.0826 1.7838
H 0.7562 -3.7730 1.5458
H -0.8438 -0.4003 1.6330
H 0.0605 1.5250 2.8986
H 2.1459 1.2704 4.1954
H 3.3102 -0.9033 4.2295
H 2.4014 -2.8113 2.9710
*
```

=====

(3)
C5H6O | the ωB97M-V functional and the def2-TZVPD basis

Summary:
E_HOMO   -9.929 eV
Lowest unoccupied orbital energy   1.0 eV
Max |F|   0.64 eV/Å
E_tot   -7327.0036 eV
HOMO-LUMO gap   10.906 eV
Energy relative to the best compared isomer or geometry (same formula, charge and spin)   52.60 kcal per mole

```
! wB97M-V def2-TZVPD RIJCOSX def2/J DEFGRID3
* xyz 0 1
C -1.3435 0.8044 -1.4224
C -0.5480 -0.0792 -1.2230
C 0.4053 -0.8840 -0.4460
C -0.0346 -0.5817 0.9973
C 0.3015 0.9015 1.1441
O 1.3739 1.3255 0.7821
H -2.0996 1.5425 -1.5530
H 1.3951 -0.4055 -0.5169
H 0.4774 -1.9403 -0.7185
H -1.0994 -0.7791 1.1609
H 0.5432 -1.1430 1.7372
H -0.4530 1.5929 1.5600
*
```

=====

(4)
C35H74O43S12 | the ωB97M-V functional and the def2-TZVPD basis

Summary:
E_HOMO   -9.406 eV
Lowest unoccupied orbital energy   0.0 eV
Max |F|   6.02 eV/Å
E_tot   -255540.3990 eV
HOMO-LUMO gap   9.388 eV

```
! wB97M-V def2-TZVPD RIJCOSX def2/J DEFGRID3
* xyz 0 1
C -7.9511 -4.8881 -4.0632
C -8.1260 -4.1242 -5.3577
O -9.0378 -4.8750 -6.2072
S -9.1837 -6.4343 -5.7413
O -8.6944 -7.2889 -6.8702
O -10.5155 -6.7539 -5.3246
O -8.0802 -6.1803 -4.4917
H -8.7203 -4.4513 -3.4264
H -7.0132 -4.7035 -3.5395
H -7.1667 -3.9456 -5.8435
H -8.3701 -3.1008 -5.0727
C -8.7024 -1.3804 3.1573
C -7.8739 -2.4474 2.3171
O -8.8262 -3.3512 1.7784
S -10.3762 -3.0334 2.2824
O -10.6675 -3.5547 3.5962
O -11.3884 -3.2700 1.2242
O -9.9001 -1.4315 2.4051
H -8.2355 -0.4018 3.0458
H -8.8617 -1.6527 4.2006
H -7.1671 -2.9917 2.9434
H -7.3613 -2.0583 1.4373
C -6.1260 5.4148 -3.2399
C -5.4908 4.7845 -4.5234
O -6.2291 3.6132 -4.7347
S -6.5912 2.9633 -3.2437
O -5.6327 1.9702 -2.7773
O -8.0268 2.6353 -3.0398
O -6.3951 4.3930 -2.3927
H -7.0957 5.8766 -3.4254
H -5.4529 6.1928 -2.8797
H -4.4634 4.4558 -4.3668
H -5.5065 5.3878 -5.4310
C 1.9248 3.0342 -8.7059
C 1.4479 3.1786 -7.2093
O 0.7751 4.4448 -7.1258
S 1.3062 5.4860 -8.2526
O 2.6375 6.0043 -7.8882
O 0.2907 6.4775 -8.6172
O 1.6110 4.2524 -9.3565
H 1.5297 2.1803 -9.2561
H 3.0078 2.9844 -8.8188
H 2.2458 3.2563 -6.4708
H 0.7661 2.4077 -6.8502
C 9.7374 -7.2987 2.4873
C 9.2730 -7.9085 3.7671
O 7.8943 -8.3684 3.6576
S 7.1274 -7.5640 2.4635
O 6.7157 -6.1672 2.8470
O 6.1255 -8.3966 1.8861
O 8.5487 -7.4159 1.6223
H 10.6625 -7.7281 2.1027
H 9.8598 -6.2159 2.5087
H 9.3706 -7.2889 4.6585
H 9.9880 -8.7207 3.8988
C 1.0724 -8.9627 6.0583
C 0.3414 -7.6196 5.6267
O -1.0262 -7.9656 5.5837
S -1.3932 -8.7575 7.0500
O -2.5730 -9.6235 6.9350
O -1.3850 -7.8479 8.2277
O 0.0121 -9.6478 6.8834
H 1.9944 -8.7859 6.6122
H 1.2578 -9.5187 5.1393
H 0.7047 -7.2728 4.6593
H 0.5030 -6.8521 6.3835
C 6.1578 7.1265 7.4765
C 4.9554 6.6341 8.2081
O 4.8267 5.3256 7.7982
S 5.7444 5.0162 6.3798
O 4.9324 4.5333 5.2294
O 6.9558 4.3523 6.9041
O 6.0657 6.5589 6.1825
H 7.0531 6.8385 8.0276
H 6.1569 8.2155 7.5237
H 4.0321 7.1895 8.0437
H 5.1203 6.4519 9.2701
O -2.9462 7.0918 3.0404
S -3.0747 8.4946 3.3773
O -4.1242 9.3285 2.8024
O -3.0123 8.8071 5.0399
C -3.9131 8.3279 5.9862
C -3.3906 8.4867 7.4227
C -1.3982 9.2409 3.0483
H -4.1223 7.2935 5.7138
H -4.8697 8.8504 5.9936
H -2.3030 8.5456 7.4645
H -3.6529 7.6705 8.0958
H -3.8059 9.4279 7.7831
H -1.2366 9.3292 1.9739
H -0.6619 8.7248 3.6644
H -1.2794 10.2432 3.4598
O -1.3134 -2.7538 -0.0369
S -0.4450 -2.2244 -1.0088
O -0.9999 -1.9341 -2.3594
O 0.3193 -0.8755 -0.4025
C -0.2215 0.3477 -0.8244
C 0.6459 1.6291 -0.2417
C 1.0408 -3.4325 -1.2253
H -1.2387 0.3876 -0.4348
H -0.1337 0.3658 -1.9107
H 0.2381 2.4777 -0.7910
H 1.6709 1.3872 -0.5229
H 0.5305 1.8731 0.8143
H 2.0313 -2.9797 -1.1795
H 0.9949 -3.8261 -2.2407
H 1.0049 -4.1883 -0.4408
O -0.4357 -3.9649 -10.2934
S -0.1832 -5.1848 -9.5207
O 0.0985 -5.0929 -8.0856
O -1.3987 -6.2033 -9.8233
C -1.7206 -6.4324 -11.1769
C -3.1893 -6.8280 -11.3216
C 1.0953 -6.1997 -10.3299
H -0.9506 -7.1581 -11.4384
H -1.5071 -5.5894 -11.8340
H -3.4150 -6.9185 -12.3841
H -3.8442 -6.1099 -10.8280
H -3.2632 -7.8482 -10.9451
H 1.1086 -5.9177 -11.3827
H 0.9226 -7.2540 -10.1136
H 1.9586 -5.8077 -9.7921
O -5.6333 -0.1199 8.9943
S -4.2158 -0.5520 8.9500
O -3.7689 -1.4616 7.8972
O -3.2646 0.8007 8.7871
C -1.8805 0.6103 8.2222
C -1.3840 2.0449 7.9027
C -3.7433 -1.0221 10.6812
H -1.8374 -0.0021 7.3215
H -1.3712 0.1197 9.0518
H -0.5517 1.9121 7.2115
H -1.0774 2.5528 8.8171
H -2.1053 2.7188 7.4402
H -2.6781 -1.2341 10.5886
H -4.3676 -1.8530 11.0097
H -3.9016 -0.2278 11.4107
O 3.5980 8.9537 -1.0312
S 4.6975 9.8949 -0.8200
O 4.5775 11.1477 -1.5154
O 4.7801 10.0670 0.8518
C 5.7139 10.9031 1.3398
C 4.9731 11.7252 2.3241
C 6.3019 8.9945 -1.2547
H 6.1082 11.5931 0.5938
H 6.4916 10.2196 1.6804
H 5.5340 12.6276 2.5675
H 4.6652 11.1081 3.1682
H 4.1106 12.2633 1.9309
H 6.1126 7.9390 -1.0594
H 7.0808 9.4574 -0.6488
H 6.4432 9.0116 -2.3353
C 7.7280 -7.6789 -4.5622
C 7.9389 -6.2555 -4.7391
C 8.5282 -5.6959 -5.8059
C 8.9205 -6.5112 -6.9004
C 8.6998 -7.9012 -6.8033
C 8.0695 -8.4357 -5.6678
H 7.3065 -8.1381 -3.6802
H 7.6658 -5.8371 -3.7817
H 8.6673 -4.6301 -5.9108
H 9.4437 -6.0623 -7.7318
H 8.9499 -8.5386 -7.6385
H 7.9410 -9.5054 -5.5930
*
```

=====

(5)
CHOPS | the ωB97M-V functional and the def2-TZVPD basis

Summary:
E_HOMO   -8.810 eV
Lowest unoccupied orbital energy   -2.1 eV
Max |F|   3.80 eV/Å
E_tot   -23222.8766 eV
HOMO-LUMO gap   6.727 eV
Energy relative to the best compared isomer or geometry (same formula, charge and spin)   13.08 kcal per mole

```
! wB97M-V def2-TZVPD RIJCOSX def2/J DEFGRID3
* xyz 0 1
O -1.1021 1.0584 1.4714
P -1.1656 -0.2460 0.7804
C 0.3386 -0.2956 -0.4711
S 1.1510 -1.3341 -1.3692
H 0.7781 0.8174 -0.4115
*
```